Record 1
{
  "formula": "C5H3BF9N4O4S",
  "method": "the ωB97M-V functional and the def2-TZVPD basis",
  "total_charge": -1,
  "e_homo_ev": -5.82,
  "gap_ev": 7.1,
  "e_lumo_ev": 1.3,
  "species": ["O", "C", "O", "N", "C", "N", "C", "N", "N", "S", "O", "O", "C", "F", "F", "C", "F", "F", "F", "H", "H", "H", "B", "F", "F", "F", "F"],
  "coordinates": [[0.160, -2.123, 3.473], [-0.447, -1.925, 2.415], [-1.453, -2.390, 1.978], [0.261, -0.875, 1.500], [-0.161, 0.319, 1.471], [-1.259, 0.824, 2.176], [-1.312, 2.081, 1.858], [-0.368, 2.493, 0.983], [0.380, 1.371, 0.731], [1.684, 1.495, -0.288], [2.378, 2.697, 0.047], [2.541, 0.380, -0.093], [1.180, 1.439, -2.075], [0.086, 0.698, -2.271], [2.155, 0.832, -2.737], [0.912, 2.824, -2.747], [-0.285, 3.287, -2.399], [0.868, 2.595, -4.067], [1.867, 3.713, -2.557], [1.044, -1.227, 0.962], [-2.050, 2.759, 2.273], [-0.224, 3.419, 0.617], [-1.595, -4.936, -0.243], [-0.591, -4.030, -0.690], [-1.530, -6.118, -1.026], [-1.375, -5.258, 1.107], [-2.868, -4.342, -0.398]],
  "forces_ev_per_a": [[0.862, 1.136, -0.807], [-0.622, -2.360, 3.113], [-0.815, 0.680, -1.406], [0.253, 0.300, -0.375], [-0.694, -0.484, 0.263], [0.825, 0.279, -0.466], [-0.257, -0.321, 0.273], [-1.478, 0.571, 0.822], [1.248, 0.406, -1.767], [3.222, -0.523, 2.172], [-1.617, 1.344, -0.893], [-1.277, -1.400, -0.392], [-0.819, 0.015, -1.023], [-0.270, 0.144, 0.723], [0.632, 0.337, 0.390], [0.092, -0.504, -1.304], [0.180, 0.287, 0.632], [-0.116, -0.116, 0.051], [-0.090, 0.172, 0.576], [-0.008, 0.294, -0.046], [0.174, 0.007, -0.219], [0.477, -0.228, -0.124], [-0.050, 0.021, 0.173], [-0.034, -0.039, -0.033], [0.013, 0.125, -0.009], [0.026, -0.071, -0.222], [0.143, -0.072, -0.102]]
}



Record 2
{
  "formula": "C5H6N2O5",
  "method": "the ωB97M-V functional and the def2-TZVPD basis",
  "total_charge": 0,
  "de_lowest_ev": 9.637,
  "e_homo_ev": [-10.10, -10.10],
  "gap_ev": [9.1, 9.1],
  "e_lumo_ev": [-1.0, -1.0],
  "species": ["C", "C", "C", "C", "C", "N", "N", "O", "O", "O", "O", "O", "H", "H", "H", "H", "H", "H"],
  "coordinates": [[0.524, -0.223, 0.406], [-1.857, -1.056, -0.493], [-0.493, -0.029, -0.640], [-3.161, -0.209, 0.093], [1.039, 0.958, 1.144], [-2.645, 1.031, 0.120], [-4.520, -0.511, 0.243], [-2.993, 2.094, 0.558], [-4.879, -1.621, 0.416], [0.861, -1.352, 0.638], [-1.287, 1.138, -0.309], [-5.209, 0.499, 0.100], [-1.804, -1.590, -1.373], [-1.501, -1.777, 0.265], [0.005, -0.107, -1.578], [2.096, 1.048, 1.268], [0.506, 0.882, 2.088], [0.607, 1.787, 0.603]],
  "forces_ev_per_a": [[0.973, -0.865, 0.876], [1.687, 0.409, 3.166], [-6.180, -1.084, 2.190], [6.311, -0.201, -2.500], [-1.421, 0.336, -0.544], [-0.274, 0.037, 0.934], [0.231, 3.334, -0.954], [-0.672, -0.673, -0.369], [-0.577, -2.250, 0.442], [0.487, -0.896, 0.096], [1.259, 1.815, -1.073], [-0.671, -0.615, 0.436], [-1.378, -0.971, -2.084], [-0.550, 0.208, -0.170], [-0.335, 0.614, -1.247], [0.570, -0.326, 0.078], [0.215, 0.311, 0.422], [0.325, 0.815, 0.299]]
}



Record 3
{
  "formula": "HOS3",
  "method": "the ωB97M-V functional and the def2-TZVPD basis",
  "total_charge": -1,
  "de_lowest_ev": 1.170,
  "e_homo_ev": [-2.96, -2.61],
  "gap_ev": [3.9, 3.3],
  "e_lumo_ev": [1.0, 0.7],
  "species": ["O", "S", "S", "S", "H"],
  "coordinates": [[0.859, 1.273, -2.088], [-1.428, -0.265, 2.760], [0.563, -1.597, -1.858], [0.499, 0.214, -1.095], [-0.493, 0.376, 2.280]],
  "forces_ev_per_a": [[-0.582, -1.288, 1.513], [-2.918, -2.015, 1.330], [-0.129, 1.930, 0.954], [0.636, -0.688, -2.296], [2.993, 2.061, -1.500]]
}



Record 4
{
  "formula": "C10H30O10",
  "method": "the ωB97M-V functional and the def2-TZVPD basis",
  "smiles": "OCCO.OCCO.OCCO.OCCO.OCCO",
  "total_charge": 0,
  "de_lowest_ev": 2.207,
  "e_homo_ev": -9.60,
  "gap_ev": 9.8,
  "e_lumo_ev": 0.2,
  "species": ["C", "C", "O", "O", "H", "H", "H", "H", "H", "H", "C", "C", "O", "O", "H", "H", "H", "H", "H", "H", "C", "C", "O", "O", "H", "H", "H", "H", "H", "H", "C", "C", "O", "O", "H", "H", "H", "H", "H", "H", "C", "C", "O", "O", "H", "H", "H", "H", "H", "H"],
  "coordinates": [[0.452, -3.610, 0.725], [0.535, -3.997, 2.214], [1.813, -4.435, 2.665], [0.223, -4.823, -0.031], [1.379, -3.193, 0.330], [-0.315, -2.873, 0.500], [-0.302, -4.570, 2.620], [0.282, -3.071, 2.758], [2.101, -3.761, 3.282], [1.091, -5.194, -0.210], [-2.938, 3.205, 0.539], [-3.795, 2.193, 1.278], [-3.093, 0.977, 1.521], [-2.069, 3.932, 1.409], [-3.457, 3.784, -0.230], [-2.221, 2.644, -0.065], [-4.669, 1.849, 0.722], [-4.225, 2.564, 2.215], [-2.397, 1.072, 2.178], [-2.550, 4.286, 2.163], [6.341, 0.862, 1.603], [5.381, 1.610, 0.667], [4.047, 1.063, 0.799], [6.369, 1.435, 2.943], [7.377, 1.073, 1.305], [6.203, -0.221, 1.617], [5.656, 1.448, -0.372], [5.170, 2.602, 1.069], [3.628, 1.481, 1.555], [7.112, 0.944, 3.308], [-3.870, -0.708, -4.146], [-3.740, -0.800, -2.606], [-3.978, 0.426, -1.943], [-4.992, 0.151, -4.463], [-4.102, -1.640, -4.673], [-3.006, -0.261, -4.653], [-2.777, -1.207, -2.307], [-4.553, -1.488, -2.351], [-3.173, 0.649, -1.459], [-5.360, 0.323, -3.588], [0.149, 0.742, -1.658], [1.214, 0.852, -0.584], [1.223, -0.276, 0.282], [-1.078, 0.264, -1.117], [0.382, 0.036, -2.470], [0.117, 1.668, -2.238], [0.957, 1.816, -0.133], [2.163, 0.812, -1.123], [2.109, -0.200, 0.664], [-0.813, -0.438, -0.509]],
  "forces_ev_per_a": [[0.541, -2.006, 0.083], [-0.606, 2.661, 0.629], [-0.358, -0.247, -0.375], [-0.244, 0.539, -0.212], [0.174, 0.314, 0.588], [-0.384, -0.290, 0.205], [0.255, -1.015, -0.843], [0.406, 0.323, -0.109], [0.276, -0.146, 0.029], [-0.064, -0.118, -0.005], [0.801, -0.696, -0.237], [-0.203, -0.677, 0.052], [0.004, -0.284, 0.075], [-0.179, 0.202, -0.016], [-0.408, 0.584, 0.623], [-0.165, -0.326, 0.011], [0.137, 0.307, -0.446], [0.259, 0.405, 0.074], [-0.029, 0.373, -0.030], [-0.197, 0.042, -0.149], [1.346, 1.460, 0.016], [-1.318, -1.158, 2.060], [-0.362, -0.745, -0.336], [-0.667, -0.836, -0.633], [-0.184, -0.349, -0.870], [-0.423, 0.091, -0.062], [0.135, 0.599, 0.013], [1.419, 0.542, -0.827], [0.075, 0.029, 0.095], [-0.121, 0.328, 0.635], [-0.328, 1.301, -0.621], [-0.376, -0.807, -0.883], [0.110, 0.065, -0.176], [0.271, -0.418, 0.640], [0.418, -0.360, 0.666], [0.120, -0.063, 0.330], [-0.032, -0.199, -0.081], [0.158, -0.096, 0.501], [0.099, 0.013, -0.047], [-0.327, 0.537, -0.281], [0.253, -1.737, -0.992], [-0.387, -0.029, -1.612], [0.055, 0.628, 0.169], [-0.245, 0.868, 0.068], [0.589, -0.224, 0.338], [-0.788, 0.374, 0.676], [0.702, -0.183, 0.763], [0.100, 0.861, 0.205], [-0.131, -0.502, 0.203], [-0.172, 0.062, 0.099]]
}



Record 5
{
  "formula": "C2H3NO4",
  "method": "the ωB97M-V functional and the def2-TZVPD basis",
  "smiles": "O=COC[N+](=O)[O-]",
  "total_charge": 0,
  "de_lowest_ev": 4.535,
  "e_homo_ev": -11.46,
  "gap_ev": 11.1,
  "e_lumo_ev": -0.4,
  "species": ["C", "C", "N", "O", "O", "O", "O", "H", "H", "H"],
  "coordinates": [[1.184, -0.832, 0.004], [-0.643, 0.695, -0.084], [-1.080, 1.662, -1.125], [1.560, -0.417, 1.055], [-1.888, 1.294, -1.938], [-0.526, 2.729, -1.072], [0.272, -0.352, -0.789], [1.643, -1.654, -0.613], [-1.491, 0.257, 0.232], [-0.228, 1.272, 0.697]],
  "forces_ev_per_a": [[2.338, -1.171, -0.669], [2.664, -0.429, -2.503], [0.927, -0.588, -0.176], [-0.373, -0.119, 0.418], [-0.372, -0.049, -0.161], [0.010, 0.914, -0.220], [-3.784, 3.187, 0.935], [0.017, 0.223, 0.896], [-2.678, -2.152, 0.937], [1.251, 0.185, 0.543]]
}



Record 6
{
  "formula": "C19H32N2OS",
  "method": "the ωB97M-V functional and the def2-TZVPD basis",
  "smiles": "CCCCN(CC)CCCNC(=O)c1csc2c1CCCCC2",
  "total_charge": 0,
  "de_lowest_ev": 0.050,
  "e_homo_ev": -8.42,
  "gap_ev": 9.1,
  "e_lumo_ev": 0.7,
  "species": ["C", "C", "C", "H", "H", "C", "N", "C", "C", "H", "H", "H", "H", "H", "C", "H", "C", "C", "N", "C", "O", "C", "C", "S", "C", "C", "C", "H", "C", "C", "C", "H", "H", "C", "H", "H", "H", "H", "H", "H", "H", "H", "H", "H", "H", "H", "H", "H", "H", "H", "H", "H", "H", "H", "H"],
  "coordinates": [[1.551, 4.096, 0.594], [2.571, 2.992, 0.341], [2.152, 1.690, 1.023], [1.164, 1.397, 0.665], [2.064, 1.888, 2.094], [3.130, 0.524, 0.809], [2.634, -0.469, -0.135], [2.473, 0.011, -1.499], [3.760, 0.371, -2.248], [4.288, 1.181, -1.750], [4.425, -0.487, -2.315], [3.513, 0.694, -3.256], [1.945, -0.772, -2.053], [1.818, 0.884, -1.468], [3.378, -1.723, -0.053], [3.294, -2.237, -1.013], [2.830, -2.661, 1.030], [1.413, -3.130, 0.715], [0.496, -2.020, 0.816], [-0.808, -2.173, 1.116], [-1.328, -3.259, 1.308], [-1.544, -0.883, 1.205], [-1.039, 0.213, 1.837], [-2.112, 1.553, 1.781], [-3.276, 0.624, 0.891], [-2.846, -0.650, 0.671], [-3.650, -1.664, -0.077], [-3.100, -2.605, -0.078], [-3.945, -1.231, -1.517], [-5.059, -0.191, -1.633], [-4.709, 1.192, -1.086], [-3.785, 1.547, -1.548], [-5.507, 1.883, -1.368], [-4.558, 1.233, 0.439], [-4.597, 2.269, 0.780], [-5.398, 0.698, 0.894], [-5.949, -0.563, -1.119], [-5.315, -0.081, -2.691], [-4.247, -2.114, -2.085], [-3.031, -0.842, -1.973], [-4.595, -1.834, 0.446], [-0.114, 0.301, 2.371], [0.898, -1.127, 0.544], [1.084, -3.901, 1.418], [1.380, -3.562, -0.295], [2.832, -2.162, 2.000], [3.487, -3.530, 1.096], [4.448, -1.541, 0.136], [4.115, 0.916, 0.511], [3.269, 0.001, 1.758], [3.545, 3.303, 0.727], [2.675, 2.839, -0.734], [1.855, 5.018, 0.105], [1.452, 4.288, 1.660], [0.574, 3.808, 0.211]],
  "forces_ev_per_a": [[0.221, -0.081, -0.125], [-0.256, -0.003, 0.202], [0.362, 0.075, -0.195], [-0.062, -0.024, 0.051], [-0.086, -0.002, 0.047], [-0.172, 0.034, 0.141], [0.089, 0.024, -0.011], [0.096, 0.075, -0.196], [-0.243, -0.066, 0.232], [0.105, 0.088, -0.001], [0.102, -0.059, -0.040], [0.027, 0.041, -0.115], [-0.052, 0.097, 0.014], [-0.081, -0.033, -0.058], [0.093, -0.162, 0.299], [0.058, 0.004, -0.032], [-0.093, 0.061, -0.363], [0.018, -0.206, 0.212], [0.199, 0.024, 0.006], [0.220, 0.189, -0.029], [-0.215, -0.277, 0.026], [-0.061, 0.305, 0.206], [-0.195, 0.313, 0.019], [-0.083, -0.639, -0.244], [0.332, 0.146, 0.343], [-0.094, 0.083, 0.130], [0.139, -0.063, -0.268], [-0.132, 0.011, 0.057], [-0.302, -0.091, 0.091], [0.307, 0.118, -0.175], [-0.277, -0.060, 0.088], [0.009, 0.073, -0.022], [0.026, 0.043, -0.037], [0.040, 0.122, -0.233], [-0.107, -0.027, 0.040], [-0.040, 0.074, 0.046], [-0.092, -0.028, -0.020], [-0.082, -0.020, 0.025], [0.047, -0.002, -0.047], [0.046, -0.040, -0.057], [-0.029, -0.105, 0.016], [0.249, -0.061, 0.076], [-0.194, 0.021, -0.018], [0.061, 0.038, -0.140], [0.009, -0.070, 0.089], [0.050, -0.025, 0.097], [0.033, -0.013, 0.052], [-0.024, -0.007, -0.129], [0.020, -0.050, 0.043], [0.083, 0.026, -0.043], [0.066, -0.031, -0.077], [0.108, -0.035, -0.059], [-0.051, 0.134, -0.010], [-0.049, 0.057, 0.123], [-0.139, 0.006, -0.027]]
}



Copy entry 5 word for word.
{
  "formula": "C2H3NO4",
  "method": "the ωB97M-V functional and the def2-TZVPD basis",
  "smiles": "O=COC[N+](=O)[O-]",
  "total_charge": 0,
  "de_lowest_ev": 4.535,
  "e_homo_ev": -11.46,
  "gap_ev": 11.1,
  "e_lumo_ev": -0.4,
  "species": ["C", "C", "N", "O", "O", "O", "O", "H", "H", "H"],
  "coordinates": [[1.184, -0.832, 0.004], [-0.643, 0.695, -0.084], [-1.080, 1.662, -1.125], [1.560, -0.417, 1.055], [-1.888, 1.294, -1.938], [-0.526, 2.729, -1.072], [0.272, -0.352, -0.789], [1.643, -1.654, -0.613], [-1.491, 0.257, 0.232], [-0.228, 1.272, 0.697]],
  "forces_ev_per_a": [[2.338, -1.171, -0.669], [2.664, -0.429, -2.503], [0.927, -0.588, -0.176], [-0.373, -0.119, 0.418], [-0.372, -0.049, -0.161], [0.010, 0.914, -0.220], [-3.784, 3.187, 0.935], [0.017, 0.223, 0.896], [-2.678, -2.152, 0.937], [1.251, 0.185, 0.543]]
}